# 1
The following is a quantum chemistry calculation of a structure of composition C14H36AlN2O5, from the Open Molecules 2025 dataset.

The energy is -1282.37909 Ha. The HOMO energy (alpha / beta) comes out at -15.67 / -15.42 eV. The calculation puts the molar mass at 339.4 Da. The expectation value of S² is 0.7621. The calculation puts the frontier orbital gap (alpha / beta) at 9.4747 / 4.7450 eV. As for the spin multiplicity: 2. As for the total charge: +2.

Geometry as XYZ:
```
58
Properties=species:S:1:pos:R:3:forces:R:3
Al 6.365 -4.961 -25.138 -0.2 -0.7 1.3
C 10.948 -6.654 -25.198 0.0 -1.4 -0.3
C 10.176 -5.768 -26.137 1.4 0.4 -0.4
O 8.819 -6.114 -26.061 -2.5 0.5 0.6
H 10.326 -6.850 -24.324 0.2 0.3 0.2
H 11.976 -6.426 -24.915 -0.2 0.5 -0.1
H 11.013 -7.615 -25.708 0.2 -0.3 0.1
H 10.418 -5.917 -27.190 0.7 0.2 0.1
H 10.347 -4.721 -25.886 -0.6 0.1 -0.1
H 8.685 -6.997 -26.415 0.2 -0.1 -0.2
C 4.273 -3.836 -28.362 1.9 -1.6 0.1
O 4.417 -3.421 -27.027 -2.2 2.9 1.2
C 3.914 -2.051 -26.856 1.7 -0.5 1.0
C 4.013 -1.585 -25.380 -2.8 -1.2 -2.6
N 5.158 -1.971 -24.676 0.2 0.3 1.2
C 4.910 -1.606 -23.272 1.7 -0.5 1.6
C 5.965 -2.164 -22.272 0.2 0.1 -2.1
O 6.261 -3.573 -22.544 -1.1 1.7 -1.1
C 6.145 -4.283 -21.369 0.1 -1.3 1.2
H 4.893 -3.265 -29.053 -0.3 0.4 -0.1
H 3.278 -4.031 -28.763 -0.1 0.2 0.4
H 4.850 -4.735 -28.147 -0.4 -1.0 -1.6
H 2.880 -1.817 -27.106 -0.1 -0.8 -0.5
H 4.574 -1.422 -27.454 -0.1 0.1 -0.2
H 3.138 -1.961 -24.848 0.0 0.0 0.0
H 3.827 -0.525 -25.552 0.5 0.6 0.8
H 5.903 -1.412 -25.066 0.9 -0.2 0.3
H 3.970 -1.875 -22.790 -0.5 -0.5 -1.3
H 4.948 -0.518 -23.206 0.1 0.2 0.1
H 5.534 -1.978 -21.288 0.5 -0.3 0.1
H 6.891 -1.618 -22.454 0.2 0.0 0.5
H 7.012 -4.023 -20.761 -0.3 -0.2 0.6
H 6.148 -5.356 -21.556 0.3 0.0 -0.3
H 5.191 -4.116 -20.867 0.1 0.4 0.2
C 2.981 -6.693 -26.470 -0.9 -0.5 -0.8
O 4.053 -6.884 -25.554 0.4 0.4 0.8
C 4.000 -8.085 -24.745 0.6 -0.9 -1.2
C 5.468 -8.576 -24.434 -3.8 0.2 -0.2
N 6.109 -7.498 -23.728 2.7 -0.7 -0.9
C 7.487 -8.057 -23.426 0.1 2.8 1.1
C 8.210 -6.991 -22.558 0.6 -1.6 0.8
O 8.213 -5.727 -23.033 -3.5 1.0 -3.2
C 9.033 -4.861 -22.400 2.2 2.0 -0.5
H 2.773 -5.670 -26.785 0.8 0.4 0.7
H 2.015 -7.032 -26.096 0.1 -0.3 0.3
H 3.179 -7.215 -27.406 0.1 -0.3 0.0
H 3.496 -8.881 -25.294 0.1 0.0 -0.4
H 3.379 -7.999 -23.854 0.2 0.7 0.3
H 5.901 -9.020 -25.331 0.6 0.9 -0.1
H 5.376 -9.422 -23.753 -0.2 -0.2 0.1
H 5.613 -7.420 -22.851 -0.1 0.4 0.3
H 7.991 -8.262 -24.370 -0.1 -0.1 0.2
H 7.413 -8.924 -22.771 0.0 -0.3 -0.4
H 9.275 -7.159 -22.400 0.0 -1.3 0.4
H 7.695 -6.923 -21.600 0.0 -0.7 0.5
H 9.199 -5.047 -21.339 -0.1 0.0 0.0
H 8.702 -3.842 -22.602 -0.4 0.0 0.5
H 9.949 -4.882 -22.991 0.9 -0.1 0.7
```
Positions in Å, forces in eV/Å.

Atom-resolved charges from Löwdin, all expressed in e:
1. Al 1.319
2. C -0.055
3. C -0.290
4. O -0.171
5. H 0.051
6. H 0.098
7. H 0.086
8. H 0.127
9. H 0.123
10. H 0.098
11. C -0.109
12. O -0.299
13. C -0.143
14. C -0.223
15. N 0.011
16. C -0.148
17. C -0.135
18. O -0.296
19. C -0.125
20. H 0.102
21. H 0.108
22. H 0.081
23. H 0.139
24. H 0.128
25. H 0.134
26. H 0.150
27. H 0.148
28. H 0.137
29. H 0.145
30. H 0.134
31. H 0.130
32. H 0.108
33. H 0.075
34. H 0.111
35. C -0.086
36. O -0.273
37. C -0.159
38. C -0.191
39. N -0.044
40. C -0.111
41. C -0.235
42. O -0.307
43. C -0.113
44. H 0.074
45. H 0.101
46. H 0.101
47. H 0.128
48. H 0.129
49. H 0.138
50. H 0.134
51. H 0.125
52. H 0.118
53. H 0.138
54. H 0.135
55. H 0.128
56. H 0.122
57. H 0.098
58. H 0.101



# 2
The following is a quantum chemistry calculation of a structure of composition C14H36BaN4O11, from the Open Molecules 2025 dataset.

For the energy above the lowest of the compared OMol25 structures with the same formula, charge and spin, the calculation gives 337.4 kJ/mol. The energy is -1626.52716 Ha. The HOMO energy comes out at -5.99 eV. The calculation puts the molar mass at 573.8 Da. The calculation puts the frontier orbital gap at 2.2766 eV. As for the spin multiplicity: 1.

Geometry as XYZ:
```
66
Properties=species:S:1:pos:R:3:forces:R:3
Ba 0.535 0.610 -0.292 0.2 -0.1 -0.1
N 2.118 4.284 5.263 -1.7 1.2 -0.1
O 2.112 3.701 4.195 0.8 -2.6 -3.0
O 1.666 5.441 5.196 0.5 0.7 1.7
O 2.432 3.684 6.289 0.5 0.3 1.0
N -2.846 6.366 0.110 -0.3 4.3 1.5
O -3.207 6.972 1.172 -0.4 0.0 -1.4
O -2.391 5.276 0.246 1.4 -4.8 -0.1
O -2.818 6.935 -0.998 -0.6 0.1 -0.2
C 5.744 4.652 -0.985 -0.6 0.1 0.0
C 4.716 4.709 -2.133 3.0 0.8 -0.1
O 4.314 3.440 -2.516 -2.1 -1.8 0.2
H 6.408 3.788 -1.017 0.1 0.0 -0.5
H 5.236 4.564 -0.024 0.0 0.3 0.1
H 6.333 5.568 -1.028 0.1 0.0 0.3
H 5.245 5.049 -3.024 0.0 1.0 0.1
H 3.972 5.460 -1.867 -0.7 -0.7 -0.3
H 4.900 3.081 -3.186 0.0 0.3 0.1
C -0.063 0.420 -4.469 -0.7 0.7 -0.3
O 0.232 -0.771 -3.729 0.3 0.8 -0.2
C 0.780 -1.823 -4.525 0.3 -0.7 0.4
C 1.224 -3.003 -3.609 -0.6 1.4 0.2
N 2.273 -2.517 -2.642 -0.9 -1.8 0.1
C 2.592 -3.603 -1.623 0.5 1.6 -0.2
C 3.678 -3.108 -0.612 1.2 0.2 -0.7
O 3.669 -1.721 -0.269 -1.6 1.2 0.1
C 4.777 -1.234 0.494 1.2 -1.9 0.1
H 0.366 0.637 -5.447 0.9 -1.1 -0.1
H 0.246 1.320 -3.937 -0.1 -0.1 0.6
H -1.119 0.510 -4.725 -0.3 -0.2 0.6
H 1.609 -1.423 -5.110 0.2 0.0 0.0
H 0.003 -2.180 -5.201 0.0 -0.1 -0.2
H 1.510 -3.883 -4.186 0.4 0.1 -0.3
H 0.297 -3.336 -3.141 0.1 0.1 0.7
H 3.083 -2.582 -3.241 0.5 0.8 0.0
H 3.092 -4.387 -2.193 -0.3 -0.6 0.4
H 1.686 -3.980 -1.149 0.0 0.2 0.0
H 4.627 -3.258 -1.127 0.3 -0.1 -0.2
H 3.785 -3.734 0.274 -0.6 -0.1 0.2
H 5.663 -0.943 -0.069 -0.4 0.5 -0.9
H 5.196 -2.109 0.990 -0.1 0.0 0.8
H 4.587 -0.454 1.231 -0.7 -0.1 -0.2
C -1.018 -2.069 4.598 -0.2 -1.2 -0.9
O -1.875 -2.042 3.417 1.3 1.2 1.8
C -2.982 -2.858 3.663 0.6 -0.9 -2.1
C -3.584 -3.084 2.211 -0.9 1.1 3.1
N -3.781 -1.792 1.519 0.3 -1.7 -1.0
C -4.873 -1.995 0.581 0.0 -1.6 -0.2
C -5.480 -0.720 0.298 -1.7 2.4 0.0
O -6.102 -0.195 1.476 0.1 -0.5 -0.1
C -6.601 1.114 1.318 -0.4 0.3 0.5
H -0.651 -3.095 4.570 0.6 -0.1 0.4
H -1.554 -2.002 5.545 -0.3 0.6 -0.1
H -0.179 -1.373 4.558 -0.4 0.2 -0.2
H -3.590 -2.510 4.497 -0.8 0.8 -0.6
H -2.660 -3.807 4.091 0.3 -0.6 -0.4
H -4.562 -3.492 2.465 -0.4 -0.4 -0.3
H -3.081 -3.855 1.627 0.5 0.4 0.0
H -4.163 -1.077 2.122 0.3 -0.1 0.8
H -5.575 -2.742 0.952 -0.7 0.4 0.7
H -4.698 -2.509 -0.364 1.3 0.3 -0.3
H -6.234 -0.763 -0.488 0.0 -0.1 -0.2
H -4.725 0.012 0.011 0.3 0.1 -0.4
H -5.807 1.858 1.251 0.2 0.0 -0.3
H -7.186 1.357 2.205 0.2 -0.1 0.1
H -7.303 1.218 0.490 0.2 -0.2 -0.4
```
Positions in Å, forces in eV/Å.

Atom-resolved charges from Löwdin, all expressed in e:
1. Ba 1.757
2. N -0.693
3. O -0.116
4. O -0.060
5. O -0.064
6. N -0.685
7. O -0.090
8. O -0.085
9. O -0.088
10. C -0.081
11. C -0.333
12. O -0.098
13. H 0.066
14. H 0.071
15. H 0.075
16. H 0.105
17. H 0.120
18. H 0.085
19. C -0.108
20. O -0.246
21. C -0.202
22. C -0.188
23. N -0.052
24. C -0.159
25. C -0.203
26. O -0.253
27. C -0.089
28. H 0.095
29. H 0.072
30. H 0.094
31. H 0.123
32. H 0.127
33. H 0.120
34. H 0.113
35. H 0.102
36. H 0.115
37. H 0.113
38. H 0.116
39. H 0.124
40. H 0.091
41. H 0.084
42. H 0.093
43. C -0.071
44. O -0.224
45. C -0.234
46. C -0.168
47. N -0.037
48. C -0.270
49. C -0.246
50. O -0.192
51. C -0.103
52. H 0.080
53. H 0.090
54. H 0.087
55. H 0.125
56. H 0.108
57. H 0.101
58. H 0.117
59. H 0.105
60. H 0.116
61. H 0.123
62. H 0.130
63. H 0.122
64. H 0.094
65. H 0.091
66. H 0.088



# 3
The following is a quantum chemistry calculation of a structure of composition C14H36Cu2O14PbS4, from the Open Molecules 2025 dataset.

For the energy above the lowest of the compared OMol25 structures with the same formula, charge and spin, the calculation gives 435.5 kJ/mol. The energy is -6672.98657 Ha. The HOMO energy (alpha / beta) comes out at -19.32 / -19.32 eV. The calculation puts the molar mass at 891.0 Da. The expectation value of S² is 2.0211. The calculation puts the frontier orbital gap (alpha / beta) at 5.8991 / 2.7300 eV. As for the spin multiplicity: 3. As for the total charge: +4.

Geometry as XYZ:
```
71
Properties=species:S:1:pos:R:3:forces:R:3
Pb 18.632 6.960 0.913 2.7 -0.9 -0.8
Cu 23.334 10.952 -3.132 1.0 -0.6 0.1
Cu 20.469 9.411 -1.735 0.4 -1.5 0.0
O 20.841 7.875 0.050 -1.5 1.5 -0.9
C 22.252 7.718 -0.002 -0.7 -1.6 2.0
C 23.240 8.918 -0.422 -1.0 -0.9 0.0
O 22.960 9.269 -1.714 -0.5 0.8 0.0
H 22.468 6.737 -0.423 0.4 0.4 -1.3
H 22.449 7.424 1.029 1.1 0.7 0.5
H 24.296 8.736 -0.224 0.1 -0.8 -0.4
H 23.036 9.734 0.271 -0.8 0.5 0.0
O 20.996 2.292 1.375 -0.6 3.4 0.3
S 21.057 3.640 0.805 1.6 -3.2 -3.7
O 20.088 4.757 1.096 0.5 -0.3 0.3
O 22.606 4.204 0.888 -2.5 0.4 -0.9
C 23.102 4.490 2.194 0.5 -1.3 -0.2
C 24.561 4.734 2.133 1.1 1.4 0.1
C 21.164 3.307 -1.147 -0.4 1.1 1.8
H 22.967 3.532 2.696 -0.4 0.5 1.0
H 22.631 5.389 2.592 -0.4 -0.4 0.4
H 24.811 5.708 1.711 -0.3 0.4 -0.2
H 25.235 4.080 1.580 -0.5 -0.7 0.5
H 24.804 4.843 3.190 0.7 -0.4 0.0
H 21.792 4.133 -1.482 -0.2 -0.2 -0.1
H 20.157 3.349 -1.561 0.1 0.2 0.2
H 21.610 2.337 -1.363 0.1 0.1 0.7
O 25.419 10.613 -3.146 -3.1 0.5 -2.2
S 26.450 10.013 -2.388 6.3 -1.6 0.7
O 26.472 8.596 -1.996 -0.9 2.7 -0.7
O 27.860 10.393 -3.228 -3.9 1.8 1.3
C 28.968 9.555 -3.086 0.6 -3.4 -0.4
C 28.778 8.556 -4.258 0.8 0.1 -0.4
C 26.562 11.123 -0.998 0.1 -1.6 0.2
H 28.971 9.143 -2.077 -0.1 -0.5 0.0
H 29.958 10.004 -3.172 -0.5 1.0 -0.3
H 28.985 9.150 -5.149 0.0 0.0 -0.1
H 27.765 8.187 -4.419 -0.1 0.1 0.6
H 29.448 7.699 -4.332 0.2 0.1 0.5
H 26.555 10.398 -0.184 -0.3 0.5 0.4
H 25.639 11.688 -1.130 0.5 0.5 0.7
H 27.525 11.631 -0.958 -0.4 0.4 -0.3
O 23.726 6.848 4.694 0.6 2.8 2.2
S 23.844 8.186 5.368 0.1 0.4 -5.4
O 23.977 8.230 6.826 0.1 -0.3 1.0
O 25.049 9.096 4.712 -2.5 -1.1 3.0
C 25.305 8.891 3.326 0.3 -2.3 -0.7
C 25.812 10.042 2.585 -0.2 1.7 -0.9
C 22.349 9.261 4.869 0.9 -0.4 0.8
H 24.413 8.498 2.841 -0.3 0.1 0.0
H 26.007 8.057 3.332 0.2 0.1 -0.4
H 25.874 9.670 1.562 0.8 -0.2 0.0
H 26.714 10.542 2.939 0.2 -0.6 -0.1
H 25.095 10.848 2.427 -0.4 0.1 0.6
H 21.472 8.959 5.442 0.2 0.0 0.2
H 22.225 9.055 3.806 0.3 -0.3 0.0
H 22.681 10.286 5.037 -0.2 -0.1 0.2
O 20.298 7.667 -3.114 0.6 -0.8 -0.1
S 20.864 6.501 -3.819 0.4 -1.4 -3.6
O 20.481 5.129 -3.522 0.1 2.2 0.7
O 20.610 6.769 -5.387 -0.5 1.0 2.1
C 20.679 5.675 -6.336 -1.3 -1.8 0.0
C 20.446 6.136 -7.728 -0.1 1.0 -0.4
C 22.662 6.576 -3.881 -0.2 0.3 1.2
H 19.835 4.997 -6.210 0.0 0.0 1.0
H 21.568 5.079 -6.130 0.3 0.3 -0.4
H 19.468 6.593 -7.884 0.0 0.6 0.7
H 20.234 5.267 -8.351 1.2 -0.2 -0.2
H 21.208 6.852 -8.037 0.0 -0.4 -0.7
H 23.145 5.704 -4.322 -0.7 -0.2 -0.2
H 22.932 6.584 -2.825 0.4 0.2 0.0
H 23.005 7.466 -4.410 -0.3 0.0 0.2
```
Positions in Å, forces in eV/Å.

Atom-resolved charges from Löwdin, all expressed in e:
1. Pb 1.806
2. Cu 0.727
3. Cu 0.577
4. O -0.515
5. C -0.259
6. C -0.207
7. O -0.055
8. H 0.110
9. H 0.096
10. H 0.110
11. H 0.146
12. O -0.229
13. S 0.772
14. O -0.546
15. O -0.282
16. C -0.288
17. C -0.057
18. C -0.015
19. H 0.138
20. H 0.102
21. H 0.064
22. H 0.110
23. H 0.088
24. H 0.031
25. H 0.062
26. H 0.087
27. O -0.311
28. S 0.690
29. O -0.268
30. O -0.232
31. C -0.256
32. C -0.049
33. C -0.067
34. H 0.112
35. H 0.141
36. H 0.088
37. H 0.066
38. H 0.091
39. H 0.037
40. H 0.071
41. H 0.104
42. O -0.183
43. S 0.866
44. O 0.047
45. O -0.185
46. C -0.286
47. C -0.044
48. C 0.014
49. H 0.096
50. H 0.147
51. H 0.060
52. H 0.120
53. H 0.095
54. H 0.095
55. H 0.066
56. H 0.095
57. O -0.335
58. S 0.681
59. O -0.261
60. O -0.249
61. C -0.257
62. C -0.053
63. C -0.088
64. H 0.126
65. H 0.124
66. H 0.096
67. H 0.108
68. H 0.093
69. H 0.095
70. H 0.047
71. H 0.083



# 4
The following is a quantum chemistry calculation of a structure of composition C14H37CdN3O6, from the Open Molecules 2025 dataset.

For the energy above the lowest of the compared OMol25 structures with the same formula, charge and spin, the calculation gives 0.0 kJ/mol. The energy is -1338.95882 Ha. The HOMO energy comes out at -8.08 eV. The calculation puts the molar mass at 455.9 Da. The calculation puts the frontier orbital gap at 7.4276 eV. As for the spin multiplicity: 1.

Geometry as XYZ:
```
61
Properties=species:S:1:pos:R:3:forces:R:3
Cd -2.354 0.337 -0.414 1.2 0.9 -0.7
C -2.891 2.754 -3.702 0.0 -0.3 -0.1
C -2.210 2.987 -2.361 0.1 0.2 -0.2
O -1.931 4.127 -2.040 -0.1 -0.1 0.2
O -1.859 1.924 -1.690 -0.7 -0.3 0.3
H -2.121 2.638 -4.469 0.0 0.1 0.1
H -3.507 3.611 -3.957 0.0 0.0 0.0
H -3.475 1.833 -3.724 -0.1 0.1 0.1
O -0.396 -0.157 -0.008 -0.4 -0.8 0.4
H -0.501 -0.953 0.530 0.5 0.1 0.0
C 2.314 3.833 -4.803 -0.3 -0.2 0.0
C 1.796 3.098 -3.558 0.1 0.9 0.0
C 2.356 1.702 -3.500 0.3 -0.1 0.2
O 1.849 1.031 -2.379 -0.2 0.0 0.0
C 2.197 -0.320 -2.358 0.5 0.0 -0.3
N 2.133 3.822 -2.329 0.0 0.0 -0.1
H 2.124 3.252 -5.711 0.1 0.1 0.0
H 3.380 4.044 -4.707 0.0 -0.1 -0.1
H 1.787 4.783 -4.902 0.1 0.0 0.0
H 0.705 3.077 -3.614 0.0 -0.3 0.1
H 3.460 1.781 -3.431 -0.1 -0.1 0.0
H 2.138 1.149 -4.428 -0.1 0.1 0.0
H 3.295 -0.441 -2.402 -0.1 0.0 0.0
H 1.782 -0.836 -3.236 -0.1 -0.2 0.1
H 1.844 -0.762 -1.431 -0.3 0.1 -0.1
H 1.698 4.737 -2.341 -0.1 -0.1 0.1
H 3.136 3.978 -2.284 0.0 -0.1 0.0
C 3.072 -2.451 1.460 0.1 -0.5 -0.1
C 2.561 -1.018 1.444 -0.6 0.3 0.4
C 2.280 -0.530 2.858 0.2 -0.6 0.2
O 1.771 0.766 2.844 0.1 0.1 -0.1
C 1.435 1.227 4.120 -0.4 0.3 -0.1
N 3.459 -0.075 0.767 0.1 -0.9 0.2
H 3.965 -2.587 2.078 0.0 0.1 0.0
H 3.339 -2.777 0.450 0.0 0.2 0.0
H 2.321 -3.176 1.795 0.0 0.2 0.2
H 1.575 -1.016 0.968 0.2 0.3 -0.4
H 3.200 -0.601 3.470 0.0 0.2 -0.1
H 1.558 -1.224 3.331 0.0 0.1 0.0
H 1.142 2.272 4.018 0.1 0.0 0.0
H 2.276 1.168 4.821 0.0 -0.1 0.1
H 0.560 0.683 4.507 0.2 -0.1 0.2
H 3.638 -0.497 -0.140 0.1 0.4 -0.1
H 4.345 -0.168 1.268 0.1 0.3 -0.1
C -2.271 -1.486 2.980 -0.4 0.5 0.2
C -2.658 -2.159 1.670 1.3 0.0 0.6
C -3.322 -3.512 1.824 -0.3 0.6 -0.4
O -4.606 -3.325 2.372 0.2 -0.2 0.4
C -5.050 -4.381 3.204 -0.3 -0.4 -0.3
N -3.430 -1.230 0.813 -0.8 -0.3 -0.1
H -1.714 -2.164 3.625 0.0 -0.1 -0.1
H -3.134 -1.112 3.540 -0.1 -0.2 0.0
H -1.630 -0.623 2.782 0.0 -0.1 -0.1
H -1.677 -2.392 1.239 -0.3 0.2 -0.6
H -2.633 -4.119 2.419 -0.3 -0.2 0.2
H -3.420 -3.965 0.827 0.1 -0.2 0.1
H -6.028 -4.093 3.581 0.1 0.1 0.3
H -4.342 -4.591 4.010 -0.1 0.2 0.1
H -5.212 -5.323 2.662 0.2 0.2 -0.2
H -4.090 -0.727 1.405 0.0 -0.2 0.1
H -4.033 -1.821 0.240 0.0 0.2 -0.2
```
Positions in Å, forces in eV/Å.

Atom-resolved charges from Löwdin, all expressed in e:
1. Cd 1.360
2. C -0.032
3. C -0.733
4. O 0.027
5. O -0.259
6. H 0.074
7. H 0.071
8. H 0.058
9. O -0.487
10. H -0.122
11. C -0.075
12. C -0.437
13. C -0.236
14. O -0.163
15. C -0.138
16. N 0.052
17. H 0.071
18. H 0.073
19. H 0.072
20. H 0.133
21. H 0.133
22. H 0.125
23. H 0.085
24. H 0.089
25. H 0.059
26. H 0.071
27. H 0.069
28. C -0.074
29. C -0.450
30. C -0.246
31. O -0.167
32. C -0.123
33. N 0.075
34. H 0.076
35. H 0.073
36. H 0.072
37. H 0.098
38. H 0.129
39. H 0.122
40. H 0.090
41. H 0.087
42. H 0.080
43. H 0.041
44. H 0.077
45. C -0.048
46. C -0.431
47. C -0.210
48. O -0.185
49. C -0.095
50. N -0.026
51. H 0.089
52. H 0.086
53. H 0.075
54. H 0.123
55. H 0.133
56. H 0.134
57. H 0.090
58. H 0.091
59. H 0.091
60. H 0.091
61. H 0.090



- Among the records above, which one has the lowest energy?
  C14H36Cu2O14PbS4



- Which of these has the highest energy?
  C14H36AlN2O5



- Which of these has the lowest molar mass?
  C14H36AlN2O5



- Which value of energy does entry 1 give?
  -1282.37909 Ha